ORCA calculation (ωB97M-V/def2-TZVPD) on C3H2N2OS2 in the gas phase in a non-equilibrium geometry.

Values from the calculation:
Energy relative to the best compared isomer or geometry (same formula, charge and spin): 5.3823 eV
F_max: 4.6 eV/A
Molar mass: 146.2 Da
DFT total energy: -29835.4128 eV
HOMO: -9.21 eV
Structure (SMILES): S=c1cnonc1S

Each line ends with the natural charge from an NBO analysis.
Geometry (Å):
S: 1.229 -0.913 1.892  0.135
C: 0.661 -0.136 0.600  -0.248
C: 0.629 1.426 0.285  0.013
N: 0.441 2.000 -0.828  -0.093
O: -0.153 1.101 -1.879  -0.172
N: -0.619 -0.101 -1.526  -0.050
C: -0.240 -0.720 -0.403  -0.037
S: -1.252 -2.213 -0.532  0.038
H: 0.822 2.070 1.385  0.245
H: -1.521 -2.516 1.006  0.168


ORCA calculation (ωB97M-V/def2-TZVPD) on a gas-phase ion, C8H12FO2 (charge -1) in a non-equilibrium geometry.

Values from the calculation:
Energy relative to the best compared isomer or geometry (same formula, charge and spin): 2.0825 eV
F_max: 3.3 eV/A
Molar mass: 159.2 Da
DFT total energy: -15301.1751 eV
HOMO: -2.50 eV
Net charge: -1
Structure (SMILES): C=C(C)C(C)(C)/C(F)=C(/[O-])O

Each line ends with the natural charge from an NBO analysis.
Geometry (Å):
C: -2.488 -0.356 -0.875  -0.506
C: -1.220 0.101 -0.799  0.115
C: -0.833 1.276 -1.633  -0.681
C: -0.023 -0.491 0.147  -0.138
C: -0.347 -1.902 0.624  -0.596
C: -0.198 0.353 1.412  -0.576
C: 1.515 -0.456 -0.033  0.026
F: 2.019 -1.495 -0.838  -0.397
C: 2.495 0.479 0.092  0.591
O: 3.594 0.490 -0.519  -0.777
O: 2.305 1.642 0.854  -0.779
H: -3.074 0.128 -1.578  0.180
H: -2.767 -1.275 -0.382  0.193
H: -0.710 2.279 -1.094  0.219
H: -1.628 1.343 -2.352  0.197
H: 0.257 1.018 -1.972  0.253
H: -1.333 -2.136 0.303  0.183
H: -0.169 -1.941 1.700  0.197
H: 0.325 -2.651 0.259  0.222
H: 0.072 1.331 1.387  0.220
H: 0.258 -0.104 2.307  0.197
H: -1.187 0.361 1.776  0.180
H: 3.136 2.005 1.216  0.476


ORCA calculation (ωB97M-V/def2-TZVPD) on a molecular structure, C14H30CuNO3P2 in a non-equilibrium geometry.

Values from the calculation:
F_max: 2.5 eV/A
Expectation value of S²: 0.79
2S+1: 2
Molar mass: 385.9 Da
DFT total energy: -85844.8557 eV
HOMO (alpha / beta): -10.89 / -10.88 eV
Net charge: +1

Each line ends with the natural charge from an NBO analysis.
Geometry (Å):
Cu: -0.372 -0.676 0.672  0.982
P: 1.769 -0.822 0.366  0.847
C: 2.228 -1.438 -1.245  -0.428
C: 1.152 -1.588 -2.144  0.111
N: -0.064 -1.143 -1.666  -0.535
C: -1.205 -1.422 -2.280  0.230
C: -1.287 -2.242 -3.421  -0.217
C: -0.079 -2.633 -4.008  -0.146
C: 1.131 -2.267 -3.411  -0.182
C: -2.429 -0.869 -1.576  -0.723
P: -1.948 0.549 -0.449  0.987
H: 2.084 -2.512 -3.867  0.240
H: -2.272 -2.567 -3.742  0.241
H: -0.118 -3.214 -4.928  0.248
H: -3.185 -0.541 -2.309  0.259
H: -2.824 -1.641 -0.888  0.267
H: 4.275 2.648 -3.280  0.477
H: 3.246 -1.816 -1.534  0.249
H: 0.132 4.267 -1.129  0.461
O: 3.879 2.882 -4.140  -0.951
H: 2.891 2.748 -4.177  0.474
H: -0.251 0.747 0.422  0.050
O: 0.487 4.527 -0.277  -0.917
H: 0.660 3.653 0.178  0.459
C: -2.080 1.858 -1.752  -0.937
H: -3.019 1.745 -2.322  0.254
H: -2.108 2.868 -1.309  0.259
H: -1.264 1.765 -2.486  0.249
C: -3.554 0.883 0.378  -0.938
H: -3.548 1.917 0.753  0.264
H: -4.390 0.770 -0.333  0.256
H: -3.667 0.184 1.218  0.270
C: 1.935 -2.276 1.458  -0.949
H: 2.976 -2.576 1.596  0.245
H: 1.459 -2.045 2.416  0.293
H: 1.392 -3.119 1.019  0.246
C: 3.129 0.257 0.886  -0.940
H: 2.888 0.658 1.881  0.264
H: 4.100 -0.263 0.925  0.252
H: 3.201 1.084 0.165  0.245
C: -1.679 -0.095 4.401  -0.619
C: -0.556 0.239 3.418  0.114
C: 0.780 0.398 4.146  -0.629
O: -0.591 -0.778 2.460  -1.029
H: -1.533 -1.123 4.745  0.214
H: -2.637 -0.068 3.877  0.196
H: -1.763 0.549 5.285  0.207
H: -0.769 1.231 2.985  0.115
H: 1.159 -0.583 4.443  0.208
H: 1.537 0.878 3.521  0.181
H: 0.700 1.009 5.057  0.225


ORCA calculation (ωB97M-V/def2-TZVPD) on 2 unconnected molecules or ions with the total composition HNO2S2 in a non-equilibrium geometry.

Values from the calculation:
Energy relative to the best compared isomer or geometry (same formula, charge and spin): 1.6430 eV
F_max: 5.0 eV/A
Molar mass: 111.1 Da
DFT total energy: -27267.6727 eV
HOMO: -10.14 eV

Each line ends with the natural charge from an NBO analysis.
Geometry (Å):
N: 0.702 0.568 0.674  -0.894
O: -1.571 -0.749 0.831  -0.848
O: 0.002 -1.157 -1.030  -0.896
S: -0.235 1.741 -0.360  0.133
S: -0.548 -0.288 -0.035  2.101
H: 1.650 -0.115 -0.080  0.404